{
  "formula": "C2H10N3O",
  "method": "the ωB97M-V functional and the def2-TZVPD basis",
  "homo_energy_ev": -14.7082,
  "de_lowest_kcal_mol": 20.7,
  "spin_multiplicity": 1,
  "total_charge": 1,
  "mol_weight_g_mol": 92.1,
  "gap_ev": 11.6,
  "lumo_ha": -0.11338,
  "elements": ["C", "N", "C", "N", "N", "H", "H", "H", "H", "H", "H", "H", "H", "H", "H", "O"],
  "coordinates": [[-0.644424, -2.381984, -0.869980], [0.183181, -1.318349, -0.289100], [0.089407, -0.038426, -0.551305], [1.098365, 0.780526, -0.097112], [-0.955417, 0.486390, -1.199625], [-0.203949, -3.352182, -0.684841], [-1.697149, -2.310607, -0.633103], [-0.488875, -2.287905, -1.950259], [1.069217, -1.568197, 0.123255], [1.511748, 1.455147, -0.715363], [1.088878, 0.947919, 0.904763], [-0.881854, 1.483016, -1.243740], [-1.869988, 0.087022, -1.216261], [0.911534, 2.471789, 2.959414], [-0.126459, 1.390663, 2.949920], [0.264943, 2.044508, 2.366083]],
  "forces_ev_per_a": [[0.75, 0.47, -1.25], [0.04, -0.34, 0.32], [-0.33, 0.22, 0.16], [0.06, -0.93, -0.24], [1.12, 0.22, 0.23], [-0.18, -0.07, 0.75], [-0.06, -0.11, 0.31], [-0.54, 0.09, -0.07], [-0.02, -0.13, 0.04], [-0.24, 0.31, 0.09], [0.12, 0.44, -0.06], [-0.49, 0.42, -0.11], [-0.27, -0.48, -0.33], [-0.31, 0.01, -0.46], [-0.35, -0.13, 0.14], [0.69, 0.02, 0.48]]
}


{
  "formula": "C28H64BrF2N6O9",
  "method": "the ωB97M-V functional and the def2-TZVPD basis",
  "homo_energy_ev": -4.6325,
  "spin_multiplicity": 1,
  "total_charge": -1,
  "mol_weight_g_mol": 746.8,
  "gap_ev": 6.6,
  "lumo_ha": 0.07295,
  "elements": ["C", "C", "F", "N", "C", "C", "O", "F", "C", "C", "C", "O", "Br", "C", "O", "O", "H", "H", "H", "H", "H", "H", "H", "H", "H", "C", "C", "C", "O", "C", "N", "H", "H", "H", "H", "H", "H", "H", "H", "H", "H", "H", "C", "C", "C", "O", "C", "N", "H", "H", "H", "H", "H", "H", "H", "H", "H", "H", "H", "C", "C", "C", "O", "C", "N", "H", "H", "H", "H", "H", "H", "H", "H", "H", "H", "H", "C", "C", "C", "O", "C", "N", "H", "H", "H", "H", "H", "H", "H", "H", "H", "H", "H", "C", "C", "C", "O", "C", "N", "H", "H", "H", "H", "H", "H", "H", "H", "H", "H", "H"],
  "coordinates": [[-2.835512, -2.319274, 3.145898], [-3.037699, -1.092059, 2.263158], [-2.184013, -0.075490, 2.682989], [-4.392644, -0.587268, 2.320826], [-5.399094, -1.592041, 2.109022], [-5.444017, -2.166036, 0.712268], [-4.538998, -2.494770, 0.031044], [-6.713303, -2.282997, 0.250708], [-4.710535, 0.674135, 1.591196], [-3.971309, 0.842540, 0.235745], [-2.753456, 1.703997, 0.200295], [-2.671572, 2.858586, 0.300532], [-1.095514, 0.696080, -0.356579], [-4.688998, 1.953806, 2.495809], [-5.789510, 2.551394, 2.466499], [-3.642796, 2.191162, 3.114705], [-1.802783, -2.337607, 3.478874], [-3.517186, -2.297423, 3.995247], [-3.035856, -3.228174, 2.572838], [-2.711175, -1.340219, 1.244379], [-5.271138, -2.440820, 2.784914], [-6.383292, -1.177530, 2.323912], [-5.761403, 0.596205, 1.318097], [-3.748070, -0.127180, -0.201254], [-4.671441, 1.334760, -0.445324], [0.326191, 6.747652, -2.949564], [-0.630420, 6.179349, -1.905484], [-0.180340, 4.838345, -1.315454], [-0.378403, 3.724680, -2.162417], [0.629581, 3.486538, -3.116842], [-1.980242, 6.118937, -2.474421], [0.241498, 6.219838, -3.900081], [0.094324, 7.796000, -3.140471], [1.362614, 6.680929, -2.611800], [-0.661131, 6.885430, -1.070045], [-0.790625, 4.633284, -0.432149], [0.865956, 4.878282, -0.986392], [1.614910, 3.775067, -2.734975], [0.441089, 4.014500, -4.057811], [0.631941, 2.415254, -3.324525], [-2.635509, 5.849369, -1.745857], [-2.000064, 5.342205, -3.129863], [5.318152, 4.243547, -0.504354], [4.345181, 3.661712, 0.516869], [4.803169, 2.326867, 1.120377], [4.643389, 1.207412, 0.270012], [5.665601, 1.016673, -0.687786], [3.012566, 3.584635, -0.082865], [5.262391, 3.717792, -1.457454], [5.073912, 5.287821, -0.697874], [6.348275, 4.194785, -0.144619], [4.285649, 4.368628, 1.350180], [4.181925, 2.119866, 1.995558], [5.843710, 2.392255, 1.470274], [6.643856, 1.311802, -0.293703], [5.462659, 1.577159, -1.604074], [5.694693, -0.043885, -0.935111], [2.333274, 3.315248, 0.624129], [3.008030, 2.808834, -0.740571], [7.892956, -1.160107, 4.446604], [8.639878, -0.024464, 3.754193], [8.477886, 1.339093, 4.441620], [7.236500, 1.969255, 4.203169], [6.166471, 1.543319, 5.028317], [8.245730, 0.009689, 2.343701], [6.821899, -1.113892, 4.254177], [8.245506, -2.120327, 4.071701], [8.049180, -1.137368, 5.526966], [9.707157, -0.264754, 3.792984], [9.229327, 2.020373, 4.032736], [8.663631, 1.258244, 5.521264], [6.512177, 1.310318, 6.039619], [5.660560, 0.672352, 4.606434], [5.445371, 2.357796, 5.082000], [8.823356, 0.683808, 1.848923], [7.306447, 0.398195, 2.296624], [-4.500748, -3.722288, -4.597733], [-5.824134, -3.194260, -4.054019], [-5.897742, -1.659997, -3.987005], [-5.187927, -1.068514, -2.920293], [-3.805037, -0.856000, -3.140553], [-6.099191, -3.835296, -2.768178], [-3.706428, -3.646514, -3.856702], [-4.599310, -4.775673, -4.861298], [-4.189914, -3.174120, -5.489898], [-6.610721, -3.506778, -4.749683], [-6.942916, -1.378543, -3.829438], [-5.581313, -1.216374, -4.942245], [-3.603170, -0.579465, -4.180412], [-3.217542, -1.738594, -2.874478], [-3.489982, -0.041277, -2.490834], [-7.028584, -3.575949, -2.451475], [-5.476874, -3.432564, -2.071612], [-0.560630, -6.428236, -1.526360], [-1.982372, -6.266642, -0.998021], [-2.351121, -4.824890, -0.629230], [-1.801714, -4.367353, 0.590420], [-0.495198, -3.833712, 0.518182], [-2.187162, -7.200015, 0.114160], [0.175071, -6.370207, -0.723868], [-0.445612, -7.402904, -2.000892], [-0.323798, -5.658921, -2.263940], [-2.666476, -6.559797, -1.799942], [-3.433427, -4.770528, -0.495261], [-2.093933, -4.131880, -1.441129], [-0.339181, -3.294366, -0.420972], [0.270702, -4.608192, 0.621546], [-0.385337, -3.129716, 1.342752], [-3.163994, -7.178467, 0.392076], [-1.684802, -6.834088, 0.918672]],
  "forces_ev_per_a": [[-0.42, 0.00, -0.31], [0.29, 0.09, 0.12], [-0.25, -0.43, -0.03], [0.24, 0.14, -0.17], [-0.35, 0.10, 0.24], [-0.05, 0.22, 0.20], [0.22, -0.25, -0.44], [-0.20, -0.17, -0.10], [0.04, -0.28, -0.13], [-0.35, -0.42, -0.01], [-0.02, -0.38, -0.07], [0.13, 0.83, 0.12], [0.20, -0.20, -0.03], [-0.07, 0.01, 0.26], [0.15, 0.15, 0.02], [-0.19, 0.12, -0.14], [0.06, 0.00, 0.07], [0.21, 0.13, 0.22], [0.13, 0.03, 0.00], [0.03, 0.16, 0.00], [0.07, -0.01, -0.02], [0.05, 0.07, 0.05], [0.00, -0.12, -0.03], [0.07, 0.00, 0.02], [0.04, 0.14, 0.07], [0.03, 0.07, 0.02], [0.01, -0.05, -0.16], [-0.01, 0.05, 0.35], [-0.04, 0.00, -0.23], [-0.04, -0.08, 0.07], [-0.01, -0.04, 0.07], [0.00, -0.05, 0.00], [-0.04, -0.01, -0.01], [0.00, -0.02, 0.00], [0.01, -0.02, 0.05], [-0.03, -0.05, -0.05], [0.02, 0.07, -0.08], [0.01, 0.03, -0.02], [0.05, 0.04, 0.01], [0.00, -0.01, 0.01], [0.00, 0.05, 0.01], [0.00, 0.01, -0.02], [0.04, 0.07, 0.02], [0.01, -0.01, -0.13], [-0.02, 0.04, 0.12], [0.11, -0.05, -0.01], [-0.15, -0.01, 0.02], [0.04, -0.15, 0.10], [-0.01, -0.03, 0.00], [-0.04, -0.01, -0.01], [0.00, -0.01, 0.00], [0.02, -0.03, 0.06], [-0.04, -0.05, -0.05], [0.02, 0.05, -0.04], [0.01, 0.03, -0.01], [0.10, 0.01, -0.01], [-0.02, -0.01, 0.04], [-0.04, 0.10, -0.02], [-0.02, 0.03, -0.04], [0.05, -0.05, 0.05], [-0.14, -0.08, 0.01], [0.10, 0.02, -0.06], [-0.05, 0.04, 0.09], [-0.04, 0.04, -0.15], [0.06, 0.21, 0.02], [-0.02, 0.04, -0.01], [-0.01, 0.01, -0.04], [-0.01, 0.01, 0.00], [0.03, 0.05, 0.00], [-0.03, 0.00, -0.02], [-0.03, -0.06, 0.01], [0.01, -0.03, 0.01], [-0.01, -0.05, 0.09], [0.04, 0.03, -0.01], [0.04, -0.07, -0.02], [-0.04, -0.11, -0.04], [-0.01, -0.04, -0.10], [0.14, 0.00, 0.08], [-0.10, 0.04, 0.00], [0.03, 0.00, -0.08], [-0.07, -0.05, 0.17], [-0.06, 0.09, 0.01], [0.03, 0.05, 0.06], [-0.01, -0.01, 0.04], [0.00, 0.01, 0.02], [-0.03, 0.06, -0.02], [0.01, 0.00, 0.04], [0.03, -0.05, -0.02], [-0.01, -0.02, -0.03], [0.05, -0.01, -0.06], [0.00, 0.01, -0.04], [-0.01, -0.04, -0.01], [0.07, 0.00, 0.04], [0.00, -0.02, -0.06], [0.16, 0.00, 0.05], [-0.18, 0.04, 0.00], [0.06, -0.11, 0.00], [-0.03, 0.06, 0.06], [-0.08, 0.07, 0.02], [-0.01, 0.04, 0.04], [-0.01, -0.02, 0.03], [0.00, 0.01, 0.02], [-0.05, 0.04, -0.01], [0.00, 0.00, 0.01], [0.04, -0.02, -0.03], [0.01, 0.01, -0.01], [0.01, 0.00, -0.06], [-0.01, 0.02, -0.01], [0.00, -0.05, -0.05], [0.03, -0.02, -0.01]]
}


{
  "formula": "C5H7NO",
  "method": "the ωB97M-V functional and the def2-TZVPD basis",
  "homo_energy_ev": -10.2855,
  "de_lowest_kcal_mol": 13.0,
  "smiles": "CC(=O)[C@@H](C)C#N",
  "spin_multiplicity": 1,
  "mol_weight_g_mol": 97.1,
  "gap_ev": 11.0,
  "lumo_ha": 0.02452,
  "elements": ["C", "C", "O", "C", "C", "C", "N", "H", "H", "H", "H", "H", "H", "H"],
  "coordinates": [[1.965588, 0.083689, -0.048746], [0.692200, -0.704036, 0.057100], [0.640276, -1.813675, 0.538950], [-0.615492, -0.046625, -0.432112], [-1.767464, -0.386728, 0.517790], [-0.474525, 1.399334, -0.627632], [-0.361786, 2.539988, -0.782523], [2.807814, -0.579264, -0.246852], [2.102594, 0.507785, 0.953668], [1.915860, 0.911213, -0.763820], [-0.795384, -0.482613, -1.426506], [-1.764752, 0.284907, 1.381646], [-2.728218, -0.305180, 0.008704], [-1.616708, -1.408801, 0.870336]],
  "forces_ev_per_a": [[0.09, 0.02, 0.12], [0.03, -0.42, 0.16], [0.13, 0.59, -0.35], [-0.01, -0.03, 0.00], [-0.12, -0.06, 0.05], [0.01, 1.03, -0.20], [-0.13, -1.06, 0.17], [-0.10, 0.04, 0.01], [0.13, 0.11, -0.14], [0.05, -0.28, 0.15], [-0.01, 0.01, 0.18], [0.00, -0.10, -0.15], [0.06, 0.02, 0.10], [-0.15, 0.12, -0.09]]
}


{
  "formula": "CH2BrNO3",
  "method": "the ωB97M-V functional and the def2-TZVPD basis",
  "homo_energy_ev": -10.6742,
  "de_lowest_kcal_mol": 34.3,
  "smiles": "O=[N+]([O-])OCBr",
  "spin_multiplicity": 1,
  "mol_weight_g_mol": 155.9,
  "gap_ev": 10.6,
  "lumo_ha": -0.00188,
  "elements": ["O", "N", "O", "O", "C", "Br", "H", "H"],
  "coordinates": [[-0.728500, -1.044992, -1.053115], [-1.197804, -0.635052, -0.030905], [-2.159566, -0.929598, 0.543419], [-0.398603, 0.388486, 0.625845], [0.769064, 0.698540, 0.022964], [2.238619, -0.546070, 0.527578], [0.525471, 0.461664, -1.084574], [0.951319, 1.607024, 0.448785]],
  "forces_ev_per_a": [[-0.31, -0.20, -0.25], [2.41, 0.35, -1.10], [-1.57, -0.15, 1.15], [-2.38, -0.82, 1.78], [-0.54, -3.59, -3.16], [-0.32, 0.40, -0.10], [1.50, 1.35, 1.47], [1.20, 2.66, 0.21]]
}